Here is a single ClH2O2PS2 molecule from the Open Molecules 2025 dataset. Energies are from ωB97M-V with the def2-TZVPD basis set.

As for the SMILES: OP(O)(=S)SCl. For the total energy, the calculation gives -1749.682917 hartree.

Each line ends with the natural charge from an NBO analysis.
Element x y z (Å)
O1 0.666 -0.775 0.866  -0.97
P1 -0.415 -0.555 -0.311  1.61
O2 -0.909 0.914 -0.039  -0.99
S1 0.375 -0.897 -2.090  -0.57
S2 -2.285 -1.373 0.303  0.02
Cl1 -1.803 -3.349 0.113  -0.13
H1 1.498 -0.998 0.510  0.52
H2 -0.310 1.521 -0.442  0.52

Here is a molecular structure, C10H16N2O2 from the Open Molecules 2025 dataset. Energies are from ωB97M-V with the def2-TZVPD basis set.

For the total energy, the calculation gives -650.310711 hartree.

Each line ends with the natural charge from an NBO analysis.
Element x y z (Å)
C1 -5.148 -1.081 0.585  -0.63
C2 -4.138 -0.095 -0.202  -0.08
H1 -4.213 -0.085 -1.315  0.17
H2 -4.480 0.913 0.052  0.20
O1 -2.914 -0.533 0.027  -0.49
C3 -2.103 0.535 0.042  0.79
O2 -2.412 1.568 -0.315  -0.57
C4 -0.690 0.216 0.309  -0.50
H3 -0.388 0.902 1.121  0.23
H4 -0.674 -0.864 0.821  0.22
C5 0.253 0.477 -0.732  -0.37
C6 1.599 0.069 -0.416  -0.05
C7 2.322 -1.449 -0.296  0.06
N1 3.575 -0.944 0.306  -0.26
N2 3.791 0.252 0.311  -0.22
C8 2.622 0.866 0.221  0.05
C9 2.618 2.217 0.199  -0.66
H5 3.481 2.743 0.588  0.24
H6 1.879 2.788 0.748  0.22
H7 2.341 2.825 -0.727  0.21
H8 4.225 -1.714 0.379  0.38
C10 1.671 -2.543 -0.280  -0.67
H9 2.574 -3.163 -0.768  0.21
H10 1.348 -3.034 0.659  0.25
H11 0.973 -2.437 -1.398  0.26
H12 0.349 1.306 -1.180  0.22
H13 0.010 -0.615 -1.526  0.15
H14 -6.193 -0.740 0.177  0.21
H15 -5.191 -1.013 1.690  0.21
H16 -4.889 -2.134 0.297  0.21

Here is a molecular structure, C23H15BF5IrNO6Se from the Open Molecules 2025 dataset. Energies are from ωB97M-V with the def2-TZVPD basis set.

As for the spin multiplicity: 2. For the total energy, the calculation gives -4421.568036 hartree.

Each line ends with the Mulliken spin population.
Element x y z (Å)
Ir1 -0.738 0.563 0.421  0.40
O1 5.887 0.569 1.861  0.10
C1 5.618 0.530 0.678  0.01
O2 6.089 0.583 -0.433  0.07
C2 3.946 0.327 0.553  0.06
C3 3.398 0.254 -0.709  0.00
C4 2.025 0.101 -0.787  -0.01
N1 1.258 0.026 0.302  0.01
C5 1.828 0.089 1.512  0.01
C6 3.187 0.248 1.698  -0.01
C7 0.867 0.028 2.671  0.00
O3 1.251 -0.183 3.787  0.01
O4 -0.389 0.243 2.307  -0.03
H1 4.006 0.313 -1.597  0.00
H2 1.520 0.031 -1.742  0.01
H3 3.589 0.304 2.698  0.00
C8 -0.616 8.667 -1.221  0.00
C9 0.192 8.364 0.050  0.00
C10 -0.654 8.714 1.281  0.00
C11 1.432 9.260 0.045  0.00
C12 0.546 6.877 0.083  0.00
C13 1.859 6.426 0.187  0.00
C14 2.193 5.068 0.171  0.00
C15 1.156 4.180 0.075  0.00
O5 1.185 2.797 0.056  0.00
B1 -0.161 2.404 -0.015  -0.02
O6 -0.993 3.516 -0.078  0.01
C16 -0.156 4.608 -0.008  0.01
C17 -0.492 5.936 -0.016  0.00
H4 -0.810 9.739 -1.295  0.00
H5 -1.578 8.154 -1.222  0.00
H6 -0.066 8.357 -2.112  0.00
H7 -0.898 9.779 1.280  0.00
H8 -0.110 8.489 2.201  0.00
H9 -1.590 8.154 1.296  0.00
H10 1.120 10.302 -0.031  0.00
H11 2.082 9.044 -0.805  0.00
H12 2.010 9.154 0.965  0.00
H13 2.665 7.140 0.282  0.00
H14 3.222 4.736 0.224  0.00
H15 -1.529 6.231 -0.099  0.00
F1 -8.118 -1.944 -0.112  0.00
C18 -6.959 -1.295 -0.107  0.01
C19 -6.927 0.061 0.166  0.00
F2 -8.063 0.710 0.416  0.00
C20 -5.719 0.736 0.175  -0.01
F3 -5.740 2.040 0.430  0.00
C21 -4.527 0.070 -0.087  0.03
Se1 -2.936 1.082 -0.166  0.36
C22 -4.585 -1.291 -0.358  -0.01
F4 -3.469 -1.970 -0.627  0.00
C23 -5.785 -1.976 -0.372  0.00
F5 -5.821 -3.281 -0.639  0.00

Here is a molecular structure, C18H23N10OPtS2 from the Open Molecules 2025 dataset. Energies are from ωB97M-V with the def2-TZVPD basis set.

For the total energy, the calculation gives -2237.304917 hartree. As for the charge: +3.

Each line ends with the natural charge from an NBO analysis.
Element x y z (Å)
Pt1 0.796 -0.102 0.442  1.27
C1 -0.392 -0.398 4.556  -0.70
C2 -0.146 -0.033 3.142  0.37
N1 0.745 -0.606 2.400  -0.30
N2 1.690 -1.415 2.981  -0.38
C3 2.812 -1.366 2.333  0.30
N3 3.889 -2.032 2.726  -0.74
S1 3.010 -0.349 0.874  0.25
C4 -0.684 1.194 2.529  0.11
C5 -1.622 1.994 3.141  -0.17
C6 -1.825 3.287 2.663  -0.08
C7 -1.063 3.728 1.600  -0.21
C8 -0.184 2.848 0.986  0.13
N4 -0.003 1.605 1.417  -0.46
H1 -0.062 -1.412 4.763  0.28
H2 -1.449 -0.291 4.797  0.27
H3 0.168 0.281 5.206  0.29
H4 3.866 -2.521 3.611  0.45
H5 4.783 -1.934 2.271  0.44
H6 -2.164 1.635 4.004  0.27
H7 -2.541 3.940 3.143  0.27
H8 -1.134 4.745 1.240  0.27
H9 0.402 3.175 0.145  0.22
N5 0.519 -3.472 1.319  -0.73
C9 0.946 -3.225 0.090  0.63
N6 1.439 -4.232 -0.595  -0.53
C10 1.737 -4.035 -1.877  0.62
N7 2.292 -4.995 -2.575  -0.67
N8 1.475 -2.856 -2.537  -0.46
C11 1.057 -1.894 -1.799  0.45
N9 0.794 -1.949 -0.446  -0.60
C12 0.875 -0.567 -2.411  0.15
C13 0.711 -0.384 -3.765  -0.16
C14 0.672 0.915 -4.256  -0.08
C15 0.840 1.969 -3.373  -0.20
C16 0.971 1.704 -2.023  0.10
N10 0.960 0.458 -1.543  -0.46
H10 0.565 -4.429 1.639  0.45
H11 -0.011 -2.812 1.856  0.41
H12 2.489 -5.887 -2.145  0.44
H13 2.506 -4.856 -3.551  0.44
H14 0.645 -1.247 -4.411  0.28
H15 0.548 1.097 -5.315  0.27
H16 0.879 2.993 -3.717  0.27
H17 1.140 2.501 -1.321  0.21
C17 -4.142 0.851 -1.846  -0.81
S2 -3.021 1.817 -0.843  1.24
C18 -2.779 3.172 -1.990  -0.82
O1 -1.710 1.054 -0.813  -1.08
H18 -5.004 1.467 -2.100  0.27
H19 -4.469 -0.006 -1.261  0.26
H20 -3.617 0.529 -2.745  0.24
H21 -3.678 3.788 -1.990  0.27
H22 -2.582 2.790 -2.991  0.24
H23 -1.939 3.766 -1.633  0.23

Here is 9 unconnected molecules or ions with the total composition C29H58O11 from the Open Molecules 2025 dataset. Energies are from ωB97M-V with the def2-TZVPD basis set.

As for the SMILES: CCOC(C)=O.CCOC(C)=O.CC(C)=O.CC(C)=O.CC(C)=O.CC(C)=O.CC(C)=O.CC(C)=O.CC(C)=O. For the total energy, the calculation gives -1966.855023 hartree.

Each line ends with the Löwdin charge.
Element x y z (Å)
C1 -48.849 -16.281 -56.950  -0.02
C2 -47.800 -15.693 -55.940  -0.19
O1 -48.524 -15.702 -54.733  -0.01
C3 -47.802 -15.803 -53.591  -0.48
C4 -48.669 -15.792 -52.311  0.04
O2 -46.576 -15.750 -53.485  0.07
H1 -49.653 -15.345 -57.080  0.16
H2 -49.307 -17.037 -56.540  0.01
H3 -48.376 -16.618 -57.733  0.00
H4 -47.054 -16.364 -55.990  0.06
H5 -47.447 -14.741 -56.209  0.12
H6 -48.902 -16.849 -51.928  0.12
H7 -49.545 -15.392 -52.784  0.07
H8 -48.150 -15.220 -51.664  0.04
C5 -50.208 -23.104 -60.317  -0.04
C6 -50.548 -21.845 -60.989  -0.14
O3 -50.243 -20.768 -59.987  -0.03
C7 -50.644 -19.510 -60.288  -0.48
C8 -50.073 -18.397 -59.389  0.02
O4 -51.284 -19.273 -61.350  0.03
H9 -50.276 -23.718 -61.032  0.00
H10 -50.755 -23.460 -59.501  0.08
H11 -49.190 -23.217 -60.128  0.06
H12 -49.862 -21.626 -61.757  0.09
H13 -51.431 -21.924 -61.543  0.11
H14 -49.020 -18.729 -59.069  0.10
H15 -50.695 -18.298 -58.506  0.06
H16 -50.053 -17.480 -59.961  0.08
C9 -47.462 -20.638 -66.175  -0.03
C10 -47.703 -19.810 -64.972  -0.26
C11 -47.591 -20.645 -63.622  0.02
O5 -47.992 -18.475 -64.972  -0.05
H17 -48.088 -21.307 -66.504  0.02
H18 -46.645 -21.256 -66.158  0.07
H19 -47.510 -20.184 -67.133  0.09
H20 -48.364 -21.246 -63.600  -0.01
H21 -47.807 -19.869 -62.839  0.11
H22 -46.726 -21.094 -63.399  0.02
C12 -53.273 -16.567 -61.149  0.00
C13 -52.833 -15.995 -59.770  -0.32
C14 -52.320 -14.611 -59.600  -0.03
O6 -52.842 -16.788 -58.614  -0.11
H23 -52.296 -16.618 -61.357  0.02
H24 -53.465 -15.808 -61.864  0.07
H25 -53.828 -17.542 -60.961  0.13
H26 -52.376 -14.344 -58.596  0.06
H27 -52.936 -13.948 -60.314  0.12
H28 -51.319 -14.490 -59.831  0.06
C15 -47.858 -27.446 -62.966  -0.03
C16 -49.204 -26.855 -62.621  -0.41
C17 -50.403 -27.292 -63.404  -0.06
O7 -49.331 -26.351 -61.375  -0.05
H29 -46.942 -26.810 -62.712  0.09
H30 -47.890 -27.263 -64.147  0.11
H31 -47.701 -28.429 -62.987  0.03
H32 -51.138 -26.341 -63.096  0.15
H33 -50.796 -28.336 -63.404  0.09
H34 -50.059 -27.175 -64.523  0.09
C18 -51.856 -20.610 -65.814  0.03
C19 -51.163 -21.998 -65.630  -0.34
C20 -51.184 -23.061 -66.634  -0.05
O8 -50.474 -22.174 -64.502  -0.03
H35 -52.753 -20.654 -66.362  0.07
H36 -51.245 -20.080 -66.263  -0.01
H37 -52.219 -20.197 -64.911  0.08
H38 -52.270 -23.580 -66.797  0.15
H39 -50.608 -23.869 -66.540  0.01
H40 -50.842 -22.706 -67.681  0.12
C21 -53.724 -22.746 -57.496  -0.03
C22 -53.500 -21.402 -56.891  -0.40
C23 -52.699 -20.320 -57.448  -0.05
O9 -54.031 -21.260 -55.629  -0.07
H41 -54.184 -22.572 -58.509  0.10
H42 -54.438 -23.323 -57.157  0.01
H43 -52.655 -23.250 -57.468  0.14
H44 -52.670 -19.464 -56.824  0.05
H45 -52.895 -19.997 -58.575  0.13
H46 -51.477 -20.576 -57.340  0.15
C24 -44.315 -23.083 -62.019  -0.01
C25 -44.882 -24.470 -61.801  -0.44
C26 -45.783 -24.611 -60.599  -0.03
O10 -44.731 -25.426 -62.608  0.02
H47 -45.154 -22.348 -61.963  0.09
H48 -43.999 -22.849 -62.939  0.03
H49 -43.529 -22.908 -61.278  0.10
H50 -46.729 -24.144 -60.654  0.05
H51 -45.271 -24.213 -59.618  0.13
H52 -45.843 -25.698 -60.529  0.08
C27 -47.888 -20.991 -57.487  -0.04
C28 -46.623 -20.419 -58.077  -0.39
C29 -45.914 -19.218 -57.275  0.00
O11 -46.187 -20.802 -59.257  -0.05
H53 -48.383 -21.877 -58.067  0.12
H54 -48.503 -20.193 -57.277  0.03
H55 -47.600 -21.408 -56.483  0.10
H56 -46.736 -18.441 -57.211  0.07
H57 -44.964 -18.985 -57.902  0.12
H58 -45.751 -19.812 -56.401  0.06

Relative energy (zero: lowest compared OMol25 entry of this formula, charge and spin) list, top to bottom, in kcal/mol: 0.7, 211.8, 43.9, 57.8, 104.2
Max |F| list, top to bottom, in hartree/bohr: 0.046, 0.366, 0.052, 0.019, 0.183